[1]
11
Properties=species:S:1:pos:R:3:forces:R:3:nbo_charge:R:1 method="wB97M-V/def2-TZVPD" total_charge=0 relative_energy_kcal_mol=16.4 smiles=Nc1cn[nH]c1 spin_multiplicity=1 orbital_gap_ha=0.3405 energy_ha=-281.563879
N 1.787340 0.575437 -0.070864 0.1 -0.1 0.0 -0.81
C 0.458175 0.117717 0.015824 -0.2 -0.1 0.0 0.04
C -0.678788 0.753531 -0.435097 0.1 0.0 0.1 -0.12
N -1.724193 -0.021879 -0.040002 -0.2 0.1 -0.1 -0.32
N -1.355780 -1.112344 0.628560 0.3 0.1 -0.1 -0.25
C -0.030269 -1.045056 0.659016 0.1 0.0 0.1 -0.11
H 2.451702 -0.085195 0.310934 -0.1 0.1 -0.1 0.37
H 2.068719 0.842143 -1.004778 0.0 -0.1 0.1 0.37
H -0.811958 1.674242 -0.986396 0.0 -0.1 0.1 0.22
H -2.702054 0.129811 -0.221127 0.1 0.0 0.0 0.40
H 0.537106 -1.828408 1.143931 0.0 0.1 0.0 0.20


[2]
11
Properties=species:S:1:pos:R:3:forces:R:3:nbo_charge:R:1 method="wB97M-V/def2-TZVPD" total_charge=0 relative_energy_kcal_mol=28.5 smiles=Cc1cn[nH]n1 spin_multiplicity=1 orbital_gap_ha=0.4095 energy_ha=-281.544687
C 1.098330 1.165855 -0.489436 0.1 0.1 0.0 -0.64
C 0.167819 0.139941 0.065242 0.0 0.0 0.1 0.12
C -0.495743 -0.899037 -0.645844 0.1 -0.2 -0.2 -0.09
N -1.191397 -1.614963 0.191193 0.1 0.2 -0.5 -0.23
N -0.959819 -1.049342 1.389370 -0.5 -0.1 -0.5 -0.22
N -0.189579 0.062674 1.330387 -0.2 0.0 -0.4 -0.24
H 1.179858 2.021800 0.183018 0.0 -0.1 -0.1 0.24
H 0.738068 1.512505 -1.464046 0.1 0.0 0.2 0.22
H 2.098130 0.744229 -0.637250 -0.1 0.1 0.0 0.23
H -0.559854 -1.092304 -1.704044 0.3 -0.1 0.0 0.21
H -1.885813 -0.991357 1.781410 0.2 0.2 1.4 0.40


[3]
11
Properties=species:S:1:pos:R:3:forces:R:3:nbo_charge:R:1 method="wB97M-V/def2-TZVPD" total_charge=0 relative_energy_kcal_mol=54.2 spin_multiplicity=1 orbital_gap_ha=0.3121 energy_ha=-281.503652
N 0.419291 -0.780534 1.812033 -0.1 0.3 -0.1 -0.76
C 0.106004 -0.147377 0.748883 0.0 -0.2 0.0 0.40
C -0.145346 1.116007 0.166860 0.1 0.0 0.1 -0.55
C -0.206706 0.921399 -1.218327 0.0 0.0 -0.1 0.08
N -0.112978 -0.310821 -1.685387 0.0 0.3 0.1 -0.40
N -0.021545 -1.071447 -0.453102 0.0 -0.3 0.1 -0.42
H 0.526083 -0.169648 2.614951 -0.1 0.1 -0.1 0.36
H 0.771600 -1.713833 -0.450227 -0.1 0.1 -0.1 0.43
H -0.185639 2.065631 0.678144 0.1 -0.2 0.0 0.24
H -0.316620 1.708359 -1.960232 0.0 -0.1 0.1 0.21
H -0.871009 -1.632294 -0.353136 0.1 0.1 0.0 0.42


[4]
11
Properties=species:S:1:pos:R:3:forces:R:3:nbo_charge:R:1 method="wB97M-V/def2-TZVPD" total_charge=0 relative_energy_kcal_mol=35.6 smiles=Nc1ccn[nH]1 spin_multiplicity=1 orbital_gap_ha=0.3585 energy_ha=-281.533305
N -1.837234 -0.066392 0.281842 -0.1 0.1 -0.1 -0.84
C -0.455198 0.077100 0.078039 0.2 0.3 -0.1 0.32
C 0.466700 -0.929436 -0.092533 -0.1 0.5 -0.5 -0.45
C 1.719726 -0.271196 0.012863 0.1 0.3 -0.2 -0.03
N 1.571439 1.035796 0.135226 0.0 -0.1 0.2 -0.27
N 0.232638 1.233013 0.153382 -0.2 0.2 0.3 -0.35
H -1.984565 -0.953849 0.752968 -0.1 0.2 -0.2 0.39
H -2.411247 -0.040535 -0.551633 0.1 0.2 0.0 0.38
H 0.118942 -1.550018 -0.895496 0.4 -1.8 0.6 0.23
H 2.717700 -0.694627 0.082663 -0.2 0.1 -0.4 0.21
H -0.138898 2.160141 0.042676 0.0 0.1 0.5 0.41